Record 1
Here is a cluster of 3 separate species, C14H31N4O4 in total from the OMol25 dataset. Energies are from wB97M-V/def2-TZVPD.

XYZ file:
```
53
Properties=species:S:1:pos:R:3
N -2.94529 6.52757 0.78794
C -2.53673 5.14809 0.22856
C -3.24860 4.04167 1.20486
C -3.08206 2.48149 0.73667
C -3.37391 2.18828 -0.84812
N -2.42722 1.08899 -1.37438
C -0.96762 1.49262 -1.11863
N -0.06435 1.21092 -2.14572
N -0.52970 2.13052 0.20787
C -1.62948 1.79685 1.19604
H -2.99779 6.50215 1.83070
H -3.94185 6.64505 0.43511
H -1.35246 5.13801 0.26618
H -2.91042 5.14626 -0.88402
H -2.70275 4.13261 2.26249
H -4.39258 4.26866 1.43451
H -3.90262 1.86304 1.34508
H -3.22032 3.09968 -1.56487
H -4.47498 1.76331 -0.92645
H -2.56980 1.13390 -2.42716
H 0.28160 0.21291 -2.17743
H 0.27646 1.95932 -2.80358
H -0.42653 3.17341 0.07991
H -1.42819 2.14664 2.29450
H -1.82920 0.62371 1.23762
O 2.37312 -0.47839 -4.59772
C 2.43377 -1.55619 -4.00806
O 1.95950 -1.67303 -2.74834
C 1.80649 -2.92050 -2.04557
C 3.10113 -3.31872 -1.36470
C 3.11883 -2.73275 -4.63800
H 1.41985 -3.70077 -2.70760
H 1.03739 -2.75412 -1.28355
H 3.90400 -3.48073 -2.08907
H 2.96577 -4.23728 -0.78700
H 3.43877 -2.52450 -0.69150
H 4.19479 -2.66063 -4.45830
H 2.92959 -2.70947 -5.71582
H 2.75226 -3.69546 -4.28567
O 3.48861 -3.74397 1.51876
C 2.60974 -3.37629 2.29685
O 1.31257 -3.39350 1.91933
C 0.20059 -3.17062 2.80663
C -0.08518 -1.68894 2.95219
C 2.96736 -2.81403 3.64087
H 0.35850 -3.66701 3.76854
H -0.66523 -3.65896 2.34648
H 0.76130 -1.15698 3.39498
H -0.96398 -1.52625 3.58231
H -0.26467 -1.23633 1.97192
H 3.20985 -1.75341 3.53372
H 3.84378 -3.34912 4.01986
H 2.18786 -2.93769 4.39080
```

Output
Orbital gap: 6.98 eV
Spin multiplicity: 1
E_HOMO: -12.2630 eV
Net charge: +1

Here are the Löwdin charges for atoms 1 to 6, given in e: -0.0581 -0.2685 -0.1717 -0.2609 -0.1370 0.0632

---

Record 2
Here is a structure of composition C9H11O5 from the OMol25 dataset. Energies are from wB97M-V/def2-TZVPD.

XYZ file:
```
25
Properties=species:S:1:pos:R:3
O 2.21592 -1.52298 2.25288
O 1.60767 -1.46962 3.36341
C -3.03149 -0.56032 -1.54755
C -2.05404 -0.45706 -0.39436
C -2.75013 -0.09030 0.90391
C -0.95849 0.60732 -0.71585
O -1.24205 1.76962 -0.98999
C 0.42372 0.14036 -0.62934
C 1.44306 0.94262 -1.02063
C 2.83901 0.51861 -0.92629
C 3.40460 0.11177 0.43542
O 3.75206 1.38058 -0.16225
C 2.59036 0.26982 1.75324
O 2.51266 0.97158 2.70425
H -2.53111 -0.89692 -2.45971
H -3.82630 -1.26642 -1.30149
H -3.46597 0.42661 -1.72018
H -1.54358 -1.41625 -0.25714
H -2.06114 -0.09028 1.75728
H -3.17161 0.91288 0.79837
H -3.56665 -0.78922 1.10560
H 0.64185 -0.87263 -0.26039
H 1.25093 1.95194 -1.40444
H 3.30923 0.05226 -1.80422
H 4.21149 -0.62398 0.51945
```

Output
Orbital gap (spin up / spin down): 6.98 / 5.29 eV
Spin multiplicity: 4
E_HOMO (spin up / spin down): -6.9455 / -8.5349 eV

Here are the Löwdin charges for atoms 1 to 6, given in e: -0.1646 -0.0952 -0.0617 -0.3531 -0.0578 -0.3631

---

Record 3
Here is a cluster of 3 separate species, CH9N5 in total from the OMol25 dataset. Energies are from wB97M-V/def2-TZVPD.

XYZ file:
```
15
Properties=species:S:1:pos:R:3
C 10.13515 0.64930 -0.67359
N 11.02552 -0.10109 -0.18402
N -12.83676 0.63073 0.50947
N -12.38161 -0.61049 -1.10038
N 12.18003 0.01630 0.51865
N -13.02486 -0.11519 1.41493
H 10.23189 1.72551 -0.61203
H 9.25455 0.22696 -1.10342
H 10.94823 -1.09033 -0.61526
H -11.58844 0.01324 -1.32751
H -12.83549 -0.55381 -1.94870
H 12.78218 -0.75700 0.55652
H 12.50075 0.92670 0.86451
H -12.92488 -1.13795 1.39792
H -13.46625 0.17712 2.30291
```

Output
Orbital gap: 8.18 eV
Spin multiplicity: 1
E_HOMO: -16.3976 eV
Net charge: +2

Here are the Löwdin charges for atoms 1 to 6, given in e: 0.1551 -0.0548 0.2129 0.2318 0.1476 0.1228

---

Record 4
Here is a structure of composition C23H29Cl3N3O8P2RuS4 from the OMol25 dataset. Energies are from wB97M-V/def2-TZVPD.

XYZ file:
```
73
Properties=species:S:1:pos:R:3
Ru 0.19793 0.43004 0.15060
N 2.66568 2.25908 3.25085
C 2.27592 0.91229 2.65281
C 3.02415 -0.20206 3.37551
P 0.44734 0.75320 2.84702
O 0.43956 1.02339 4.46081
O -0.21634 1.89037 2.13373
O -0.02678 -0.63214 2.54233
P 2.96617 1.09576 0.92035
O 2.06554 2.38624 0.49626
O 4.36574 1.53489 1.18043
O 2.58892 -0.05201 0.04002
H 2.62063 2.25180 4.26824
H 2.02438 2.96911 2.88370
H 3.61582 2.45256 2.88691
H 2.87727 -0.13521 4.45592
H 4.09044 -0.17119 3.14643
H 2.62542 -1.16148 3.04908
H -0.33662 0.63757 4.88377
H 2.42499 2.82958 -0.28883
S 1.32582 3.20098 -3.13130
C 0.32732 2.17893 -2.26192
S 0.48443 0.50738 -2.49020
S -0.65922 2.78848 -1.04310
C -0.75436 -3.57544 1.28412
C 0.75782 -3.75938 1.46006
C 1.36230 -2.74649 0.47273
O 0.25001 -2.09792 -0.18972
C -0.83601 -3.02724 -0.12346
H -1.11829 -2.80796 1.96500
H -1.32635 -4.49389 1.42176
H 1.05398 -4.77527 1.19518
H 1.07794 -3.56621 2.48350
H 1.98241 -3.22978 -0.28429
H 1.95282 -1.97588 0.94755
H -0.68103 -3.81671 -0.86886
H -1.75918 -2.50569 -0.34500
Cl -10.82332 -2.63286 4.30606
C -9.21733 -2.16602 3.85200
C -8.73078 -0.92346 4.22363
C -7.44269 -0.57235 3.86120
C -6.63068 -1.43325 3.13011
C -5.25324 -0.98345 2.71011
C -5.37009 -0.08567 1.46686
N -4.18537 -0.09356 0.62618
C -4.08646 -0.60859 -0.64781
C -2.78792 -0.44344 -1.02286
N -2.09605 0.14666 0.00664
C -2.96120 0.35191 0.97177
O -4.63251 -0.21918 3.73322
C -3.50704 -0.83955 4.33955
C -3.80950 -2.10350 5.09725
C -4.71510 -2.25273 6.10322
Cl -5.68822 -1.04204 6.82566
S -4.75528 -3.84964 6.73146
C -3.53426 -4.35214 5.64298
C -3.12662 -3.33266 4.84458
C -7.15675 -2.66672 2.76382
Cl -6.21696 -3.78502 1.81602
C -8.44070 -3.04691 3.12211
H -9.34947 -0.24834 4.79845
H -7.03451 0.38290 4.16862
H -4.63648 -1.84980 2.46878
H -5.54691 0.92912 1.82568
H -6.21540 -0.38638 0.85266
H -4.93303 -1.02586 -1.16694
H -2.30651 -0.68545 -1.95582
H -2.74088 0.84523 1.90617
H -3.09528 -0.08674 5.01312
H -2.75397 -1.06766 3.57740
H -3.19569 -5.37674 5.64683
H -2.35737 -3.42937 4.09071
H -8.82683 -4.01379 2.83163
```

Output
Orbital gap (spin up / spin down): 7.41 / 5.88 eV
Spin multiplicity: 6
E_HOMO (spin up / spin down): -7.3077 / -7.7689 eV

Here are the Löwdin charges for atoms 1 to 6, given in e: 1.0914 0.1749 -0.5061 -0.0685 0.2396 -0.1488

---

| no. | maximum force (eV/Å) | energy (eV) |
| --- | --- | --- |
| 1 | 5.37 | -29160.384 |
| 2 | 5.01 | -19738.691 |
| 3 | 5.88 | -8611.156 |
| 4 | 1.16 | -147243.795 |